This record from the OMol25 dataset describes 6 unconnected molecules or ions with the total composition C31H64B3BrO15S5 in a non-equilibrium geometry. The level of theory is the ωB97M-V functional and the def2-TZVPD basis.

Geometry as XYZ:
```
119
Properties=species:S:1:pos:R:3
C -3.76 -4.24 2.73
C -2.18 -4.04 2.59
C -1.40 -5.33 3.01
C 0.04 -5.43 2.36
B 0.67 -3.94 2.25
O 0.29 -3.23 1.06
B 1.39 -2.43 0.65
C 1.99 -2.55 -0.84
C 1.25 -3.60 -1.74
C 0.46 -2.94 -2.95
Br 2.58 -4.84 -2.60
O 1.87 -1.48 1.61
B 1.88 -2.03 2.91
O 2.33 -1.19 3.96
C 1.26 -0.44 4.54
C 1.61 0.03 6.00
O 1.57 -1.07 6.93
C 2.79 -1.11 7.68
C 2.62 -2.04 8.95
O 1.50 -3.36 3.25
H -4.05 -5.29 2.48
H -4.15 -3.89 3.71
H -4.22 -3.59 1.94
H -2.02 -3.73 1.54
H -1.93 -3.25 3.34
H -1.98 -6.24 2.71
H -1.27 -5.39 4.12
H -0.07 -5.88 1.34
H 0.72 -6.13 2.92
H 3.08 -2.82 -0.84
H 1.92 -1.52 -1.29
H 0.52 -4.25 -1.21
H -0.40 -2.32 -2.58
H 0.04 -3.76 -3.59
H 1.14 -2.34 -3.63
H 0.29 -0.98 4.60
H 1.10 0.48 3.92
H 0.86 0.79 6.35
H 2.62 0.51 6.03
H 3.09 -0.10 8.06
H 3.63 -1.54 7.07
H 3.35 -1.77 9.76
H 1.60 -1.95 9.39
H 2.82 -3.11 8.70
O 2.36 -1.51 -4.79
S 3.05 -0.58 -3.94
O 2.36 0.21 -2.94
C 4.42 -1.42 -3.17
C 5.57 -1.25 -4.15
C 5.50 0.21 -4.62
C 4.04 0.51 -4.97
H 4.15 -2.46 -2.99
H 4.63 -0.92 -2.22
H 6.53 -1.48 -3.68
H 5.44 -1.92 -5.00
H 5.83 0.87 -3.81
H 6.16 0.39 -5.47
H 3.78 1.54 -4.75
H 3.82 0.27 -6.01
O -4.68 -2.71 -2.44
S -4.37 -2.27 -1.09
O -4.97 -2.89 0.07
C -2.60 -2.26 -0.90
C -2.18 -0.87 -1.35
C -3.20 0.09 -0.75
C -4.59 -0.50 -1.00
H -2.16 -3.06 -1.49
H -2.38 -2.41 0.16
H -1.16 -0.64 -1.03
H -2.21 -0.81 -2.44
H -3.03 0.18 0.33
H -3.12 1.09 -1.17
H -5.29 -0.26 -0.20
H -5.01 -0.16 -1.96
O -3.91 2.31 -2.73
S -4.17 1.73 -4.03
O -5.31 0.87 -4.27
C -4.17 3.04 -5.24
C -2.71 3.15 -5.68
C -2.22 1.71 -5.84
C -2.68 0.93 -4.60
H -4.56 3.96 -4.80
H -4.81 2.73 -6.07
H -2.61 3.72 -6.60
H -2.13 3.66 -4.90
H -2.66 1.27 -6.74
H -1.14 1.66 -5.95
H -2.90 -0.11 -4.84
H -1.94 0.97 -3.80
O -1.13 2.47 2.07
S -0.78 2.93 3.39
O -1.17 2.20 4.58
C 0.98 3.22 3.44
C 1.13 4.67 2.99
C 0.03 5.45 3.71
C -1.27 4.64 3.55
H 1.49 2.51 2.79
H 1.31 3.09 4.47
H 2.12 5.06 3.23
H 0.99 4.74 1.91
H 0.28 5.54 4.77
H -0.09 6.45 3.31
H -1.92 4.75 4.42
H -1.81 4.93 2.65
O 1.20 5.23 0.01
S 1.14 4.84 -1.38
O 1.78 5.62 -2.42
C 1.65 3.14 -1.53
C 0.36 2.35 -1.33
C -0.71 3.08 -2.14
C -0.58 4.57 -1.82
H 2.40 2.92 -0.78
H 2.05 3.00 -2.53
H 0.48 1.31 -1.66
H 0.08 2.33 -0.28
H -0.53 2.92 -3.21
H -1.71 2.72 -1.92
H -0.83 5.20 -2.68
H -1.19 4.85 -0.96
```

Computed properties:
HOMO energy ... -0.35127 Eh
E_LUMO ... 0.02 eV
SMILES string ... CCCCB1OB(C[C@@H](C)Br)OB(OCCOCC)O1.O=S1(=O)CCCC1.O=S1(=O)CCCC1.O=S1(=O)CCCC1.O=S1(=O)CCCC1.O=S1(=O)CCCC1
Orbital gap ... 9.577 eV
2S+1 ... 1
Energy above the lowest of the compared OMol25 structures with the same formula, charge and spin ... 11.5 kcal/mol

Mulliken population analysis, charges in e, atoms 1 to 5: C -1.00; C 1.03; C -0.69; C -0.47; B 0.34